No. 1
{"formula": "C14H33BGaN2O8", "method": "ωB97M-V with the def2-TZVPD basis set", "total_charge": -1, "largest_force_ha_per_bohr": 0.1494, "multiplicity": 1, "orbital_gap_ev": 5.93, "homo_ha": -0.1392, "e_tot_ha": -3214.2106, "elements": ["C", "O", "C", "Ga", "N", "C", "C", "C", "N", "O", "B", "O", "O", "C", "H", "H", "H", "H", "H", "H", "H", "H", "H", "H", "H", "H", "H", "H", "H", "H", "H", "O", "C", "O", "C", "C", "C", "H", "H", "H", "H", "H", "H", "H", "H", "O", "C", "O", "C", "C", "C", "H", "H", "H", "H", "H", "H", "H", "H"], "coordinates": [[1.879, -0.452, 0.923], [2.826, -1.585, 0.874], [2.232, -2.820, 1.410], [0.544, -3.486, 0.418], [0.053, -2.398, -1.144], [0.952, -5.399, -0.368], [0.169, -6.597, 0.432], [-1.385, -6.761, -0.071], [-2.073, -5.873, -1.112], [-2.091, -7.787, 0.457], [-1.090, -3.452, 1.692], [-1.295, -4.355, 2.869], [-2.164, -2.441, 1.418], [-1.904, -1.237, 2.252], [2.528, 0.543, 1.037], [1.289, -0.312, -0.098], [1.109, -0.519, 1.830], [1.975, -2.771, 2.565], [3.060, -3.669, 1.312], [-0.675, -3.000, -1.633], [-0.512, -1.591, -0.772], [0.547, -5.428, -1.490], [2.118, -5.497, -0.392], [0.721, -7.616, 0.145], [0.259, -6.517, 1.613], [-2.405, -6.556, -1.848], [-2.976, -5.533, -0.667], [-1.447, -3.704, 3.629], [-1.900, -0.258, 1.601], [-0.889, -1.316, 2.861], [-2.820, -1.177, 3.012], [1.381, 2.143, -0.041], [2.242, 2.798, -0.627], [3.429, 2.236, -0.947], [4.419, 2.847, -1.797], [5.318, 3.772, -1.002], [2.031, 4.256, -0.912], [3.952, 3.344, -2.652], [5.021, 2.028, -2.208], [4.756, 4.599, -0.561], [6.104, 4.188, -1.639], [5.787, 3.231, -0.173], [2.306, 4.839, -0.030], [0.971, 4.415, -1.135], [2.580, 4.618, -1.780], [-1.015, 5.299, -1.733], [-1.953, 4.880, -1.058], [-2.563, 3.718, -1.379], [-3.530, 3.046, -0.550], [-4.923, 3.591, -0.793], [-2.502, 5.695, 0.078], [-3.240, 3.083, 0.504], [-3.504, 1.989, -0.839], [-4.992, 4.650, -0.530], [-5.662, 3.040, -0.204], [-5.186, 3.511, -1.853], [-3.216, 6.422, -0.313], [-1.672, 6.225, 0.555], [-2.971, 5.100, 0.859]]}



No. 2
{"formula": "C14H33BeN3Na4O7Sr", "method": "ωB97M-V with the def2-TZVPD basis set", "total_charge": 5, "s_squared": 1.68, "largest_force_ha_per_bohr": 0.0649, "multiplicity": 2, "orbital_gap_ev": [2.53, 3.09], "homo_ha": [-0.7301, -0.7301], "e_tot_ha": -1936.6838, "elements": ["Na", "Na", "Na", "Na", "Sr", "Be", "O", "C", "C", "O", "H", "H", "H", "H", "O", "C", "C", "O", "H", "H", "H", "H", "C", "C", "C", "O", "C", "N", "H", "H", "H", "H", "H", "H", "H", "H", "H", "H", "H", "C", "O", "N", "C", "C", "H", "H", "H", "H", "H", "H", "H", "C", "O", "N", "C", "C", "H", "H", "H", "H", "H", "H", "H"], "coordinates": [[-3.427, 26.617, -6.684], [-4.462, 23.666, -9.698], [2.022, 23.762, -6.466], [-0.923, 24.246, -4.973], [-0.824, 20.548, -5.096], [-4.490, 23.103, -5.586], [-0.115, 22.461, -6.658], [-0.881, 22.718, -7.862], [-1.741, 23.949, -8.136], [-2.837, 24.197, -7.321], [-1.344, 21.791, -8.198], [-0.119, 22.736, -8.641], [-2.060, 23.804, -9.168], [-1.021, 24.768, -8.127], [-5.203, 25.795, -5.032], [-6.387, 25.823, -5.831], [-6.303, 25.100, -7.314], [-6.206, 23.675, -7.541], [-6.564, 26.876, -6.048], [-7.206, 25.465, -5.206], [-5.422, 25.599, -7.719], [-7.068, 25.435, -8.015], [-4.817, 19.311, -10.232], [-3.509, 20.157, -10.072], [-3.176, 20.828, -11.411], [-1.901, 21.522, -11.233], [-1.318, 22.080, -12.410], [-3.885, 21.181, -9.092], [-4.589, 18.298, -10.565], [-5.611, 19.670, -10.887], [-5.360, 19.268, -9.289], [-2.753, 19.473, -9.686], [-3.994, 21.450, -11.775], [-2.983, 19.973, -12.059], [-1.875, 22.973, -12.692], [-1.368, 21.359, -13.226], [-0.274, 22.389, -12.462], [-4.418, 20.890, -8.285], [-3.003, 21.592, -8.819], [2.862, 22.400, -9.762], [2.933, 23.170, -8.805], [3.862, 22.279, -10.643], [3.793, 21.333, -11.712], [5.245, 22.763, -10.356], [1.924, 21.866, -9.976], [4.205, 21.786, -12.614], [2.751, 21.046, -11.846], [4.398, 20.466, -11.446], [5.205, 23.667, -9.748], [5.982, 22.102, -9.900], [5.720, 22.957, -11.317], [0.791, 18.342, -7.159], [-0.388, 18.418, -6.796], [1.207, 18.711, -8.388], [2.693, 18.658, -8.598], [0.430, 19.000, -9.586], [1.516, 17.972, -6.418], [3.328, 17.780, -8.485], [3.119, 19.575, -8.191], [2.930, 18.833, -9.647], [0.146, 18.140, -10.193], [-0.525, 19.454, -9.318], [0.913, 19.658, -10.309]]}



No. 3
{"formula": "C14H33BrClIO5Si2", "method": "ωB97M-V with the def2-TZVPD basis set", "largest_force_ha_per_bohr": 0.1616, "multiplicity": 1, "orbital_gap_ev": 10.12, "homo_ha": -0.3676, "e_tot_ha": -4840.3250, "elements": ["C", "C", "C", "Cl", "Si", "O", "Si", "Br", "I", "C", "C", "C", "O", "C", "C", "O", "H", "H", "H", "H", "H", "H", "H", "H", "H", "H", "H", "H", "H", "H", "H", "H", "H", "C", "C", "C", "O", "H", "H", "H", "H", "H", "H", "H", "H", "C", "C", "C", "O", "H", "H", "H", "H", "H", "H", "H", "H"], "coordinates": [[-4.991, -1.086, -4.591], [-3.403, -1.473, -4.733], [-2.621, -1.590, -3.258], [-1.485, -3.054, -3.410], [-1.524, -0.034, -2.976], [-0.801, 0.043, -1.337], [-0.668, 1.778, -1.043], [0.109, 2.675, -3.051], [-2.941, 2.644, -0.561], [0.632, 2.277, 0.285], [0.724, 1.280, 1.583], [-0.063, 1.879, 2.930], [0.766, 1.447, 4.089], [-0.010, 1.469, 5.340], [0.704, 0.803, 6.683], [-1.231, 1.996, 5.507], [-5.483, -1.005, -5.675], [-5.103, -0.010, -4.115], [-5.639, -1.874, -4.011], [-3.363, -2.509, -5.323], [-2.836, -0.681, -5.419], [-3.471, -1.704, -2.462], [-2.391, 1.138, -3.241], [-0.437, -0.075, -3.981], [0.332, 3.368, 0.657], [1.695, 2.390, -0.216], [1.873, 1.251, 1.903], [0.429, 0.165, 1.349], [-1.158, 1.449, 2.956], [-0.146, 3.052, 2.923], [0.763, 1.551, 7.595], [1.828, 0.487, 6.440], [0.140, -0.161, 7.076], [3.169, 4.522, 3.604], [2.838, 5.543, 2.527], [2.875, 6.960, 3.077], [1.540, 5.274, 2.004], [2.442, 4.565, 4.422], [3.126, 3.506, 3.197], [4.169, 4.693, 4.015], [3.550, 5.450, 1.700], [2.137, 7.090, 3.877], [2.623, 7.683, 2.294], [3.866, 7.204, 3.473], [0.901, 5.354, 2.732], [0.122, -7.279, -4.137], [1.086, -7.293, -2.961], [0.348, -7.433, -1.640], [1.841, -6.084, -2.955], [-0.569, -6.431, -4.067], [0.666, -7.166, -5.080], [-0.463, -8.203, -4.178], [1.795, -8.120, -3.076], [-0.335, -6.590, -1.481], [1.054, -7.429, -0.802], [-0.230, -8.362, -1.607], [1.220, -5.343, -2.854]]}



No. 4
{"formula": "C14H33Cl2IrN2O2P2", "method": "ωB97M-V with the def2-TZVPD basis set", "total_charge": 3, "s_squared": 8.77, "largest_force_ha_per_bohr": 0.0902, "multiplicity": 6, "orbital_gap_ev": [6.38, 2.33], "homo_ha": [-0.6368, -0.6420], "e_tot_ha": -2519.4995, "elements": ["C", "C", "H", "H", "H", "O", "Cl", "Ir", "P", "C", "C", "H", "H", "H", "H", "H", "H", "C", "H", "H", "H", "P", "C", "C", "H", "H", "H", "C", "H", "H", "H", "H", "H", "H", "Cl", "C", "N", "C", "C", "C", "N", "C", "C", "O", "H", "H", "H", "H", "H", "H", "H", "H", "H", "H", "H", "H"], "coordinates": [[-1.268, 0.365, -5.704], [-0.428, -0.171, -4.580], [-2.265, 0.344, -5.262], [-1.319, -0.283, -6.592], [-0.999, 1.380, -6.064], [-0.944, -0.438, -3.499], [1.236, -0.205, -4.846], [1.172, 0.370, 0.131], [1.037, -1.749, -0.778], [-0.024, -2.808, 0.307], [0.507, -2.698, -2.296], [0.630, -3.775, -2.063], [2.527, -3.677, -0.947], [1.124, -2.451, -3.175], [3.353, -2.110, -1.255], [-1.075, -2.525, 0.151], [-0.549, -2.488, -2.516], [2.638, -2.634, -0.609], [0.083, -3.875, 0.037], [2.959, -2.606, 0.439], [0.235, -2.690, 1.368], [0.975, 2.388, -1.023], [-0.209, 3.571, -0.254], [2.595, 3.236, -1.092], [1.127, 2.099, -3.413], [0.326, 3.684, -2.989], [-0.575, 2.105, -2.838], [0.404, 2.598, -2.752], [3.258, 2.614, -1.705], [2.472, 4.227, -1.551], [-0.172, 4.534, -0.785], [0.023, 3.731, 0.805], [2.997, 3.331, -0.077], [-1.223, 3.157, -0.339], [3.423, 0.413, 0.477], [1.076, 1.133, 3.204], [-0.135, 0.340, 3.328], [-0.143, -0.731, 4.326], [-1.557, -1.065, 4.725], [-2.536, -1.129, 3.582], [-2.076, -0.490, 2.374], [-2.910, -0.597, 1.193], [-0.918, 0.171, 2.248], [-0.653, 0.627, 1.070], [1.246, 1.343, 2.132], [1.902, 0.542, 3.594], [0.960, 2.060, 3.782], [0.373, -1.624, 3.919], [0.412, -0.376, 5.199], [-1.918, -0.354, 5.473], [-1.522, -2.041, 5.213], [-3.495, -0.703, 3.905], [-2.747, -2.175, 3.326], [-3.705, -1.314, 1.416], [-3.387, 0.365, 0.945], [-2.318, -0.948, 0.336]]}